Record 1
C5H5NO in the gas phase in a non-equilibrium geometry. Source: the OMol25 dataset; level of theory: ωB97M-V with the def2-TZVPD basis set.

Properties
Structure (SMILES) = N#C/C=C\CC=O
Kohn-Sham gap = 10.7 eV
ΔE to the lowest compared entry with this formula, charge and spin = 25.7 kcal/mol
E_HOMO = -10.3 eV
Lowest unoccupied orbital energy = 0.4 eV

Structure (ORCA input):
```
! RIJCOSX wB97M-V def2-TZVPD def2/J DEFGRID3
* xyz 0 1
C -0.867 2.017 -0.788
N -1.936 2.465 -0.782
O 1.304 -1.614 1.640
H -0.640 -1.443 -0.721
C 0.173 -1.642 1.221
H 1.723 -0.158 -0.404
H -0.573 -2.346 1.642
C -0.335 -0.768 0.094
C 0.697 0.201 -0.391
C 0.454 1.452 -0.791
H 1.255 2.098 -1.136
H -1.256 -0.262 0.414
*
```


Record 2
C13H18N2 in the gas phase in a non-equilibrium geometry. Source: the OMol25 dataset; level of theory: ωB97M-V with the def2-TZVPD basis set.

Properties
Kohn-Sham gap (spin up / spin down) = 7.8 / 7.8 eV
ΔE to the lowest compared entry with this formula, charge and spin = 112.6 kcal/mol
E_HOMO (spin up / spin down) = -6.9 / -6.9 eV
Lowest unoccupied orbital energy (spin up / spin down) = 0.9 / 0.9 eV

Structure (ORCA input):
```
! RIJCOSX wB97M-V def2-TZVPD def2/J DEFGRID3
* xyz 0 1
H 3.345 -1.135 -1.246
C -1.102 1.012 -1.239
C 1.163 0.223 -0.478
H 3.608 -0.194 0.249
H -0.655 1.313 -2.152
H 1.604 2.392 0.968
C -0.248 -2.111 -0.235
C -2.035 1.096 1.320
H -2.709 -2.924 -0.580
H -3.148 -1.520 0.215
H 1.245 2.215 -1.453
N 1.039 -1.979 0.253
H -2.982 1.715 -1.884
C 2.520 2.193 0.309
C -2.890 1.481 0.284
H 3.294 1.632 0.843
H 2.815 1.383 -1.558
H -3.872 1.751 0.542
H -2.491 1.024 2.289
H -0.242 -2.000 -1.286
C -1.183 -2.389 0.642
H 2.926 3.237 0.189
C -2.642 -2.520 0.360
C -0.791 0.488 1.076
C -2.422 1.415 -0.983
H 3.364 -2.019 0.394
N 1.666 -0.934 -0.097
C 1.975 1.478 -0.927
H -0.783 -2.719 1.639
C -0.215 0.515 -0.194
C 3.139 -1.128 -0.213
H -3.088 -3.038 1.122
H -0.205 0.049 1.830
*
```


Record 3
A 13-piece molecular cluster, C5H37N2O13 overall in a non-equilibrium geometry. Source: the OMol25 dataset; level of theory: ωB97M-V with the def2-TZVPD basis set.

Properties
Kohn-Sham gap = 8.8 eV
ΔE to the lowest compared entry with this formula, charge and spin = 118.2 kcal/mol
E_HOMO = -11.5 eV
Lowest unoccupied orbital energy = -2.7 eV

Structure (ORCA input):
```
! RIJCOSX wB97M-V def2-TZVPD def2/J DEFGRID3
* xyz 1 1
H 0.409 1.647 -3.893
O -1.339 1.736 -2.652
N -0.024 -0.316 -0.845
O 0.864 -2.757 -1.235
O -2.753 0.984 2.535
H -0.950 -0.743 -0.851
H -1.778 2.531 -2.933
H -1.575 -0.685 3.920
H -1.280 -3.139 -1.534
H -3.784 3.317 -0.743
O 0.970 -0.668 -3.224
H -2.754 2.357 -1.280
H -1.932 -2.900 -2.953
H -2.930 -1.393 -1.495
O 3.516 -2.556 -0.305
O 1.330 1.801 -3.604
H 1.427 -1.235 -3.859
H 0.920 3.192 1.009
H 1.435 2.569 -0.524
H 0.560 0.300 1.249
C -1.603 -1.067 2.891
C 0.659 -0.481 0.484
H -1.326 4.140 2.456
H -1.906 1.299 -2.010
O 1.639 2.999 1.606
H -3.699 0.014 -1.197
H -0.696 -2.156 0.749
O -0.996 3.720 1.653
O -2.859 -0.447 -1.289
H 0.411 -1.490 4.566
H 1.673 -3.089 -0.794
O 1.836 1.867 -1.026
C -2.090 0.086 2.069
H 1.548 -2.073 3.425
H 0.186 -3.117 3.961
H 0.843 -2.565 1.392
H -2.282 -1.927 2.978
H 1.357 0.222 -3.433
C 0.175 -1.715 1.260
H 3.241 -1.922 -0.970
H -1.852 0.222 1.007
H 1.206 -3.000 -2.112
H 1.936 3.736 2.138
O 3.059 0.544 2.188
O -3.709 2.506 -1.262
H 1.726 -0.300 0.348
H 2.767 0.637 3.095
N -0.181 -1.311 2.642
C 0.483 -2.109 3.665
H 0.614 -0.938 -1.453
O -2.108 -3.046 -2.020
H 4.339 -2.273 0.100
H 2.844 1.338 1.682
H -0.111 0.674 -1.052
H 1.675 2.205 -4.416
H -1.072 2.785 1.880
H 1.940 1.989 -1.981
*
```


Record 4
C9H14F5GaNO6SV as an isolated structure in a non-equilibrium geometry. Source: the OMol25 dataset; level of theory: ωB97M-V with the def2-TZVPD basis set.

Properties
Kohn-Sham gap = 1.9 eV
E_HOMO = -8.4 eV
Lowest unoccupied orbital energy = -6.4 eV

Structure (ORCA input):
```
! RIJCOSX wB97M-V def2-TZVPD def2/J DEFGRID3
* xyz 0 1
V 1.877 3.394 4.097
H -3.547 -1.922 0.463
H -2.110 -2.749 1.074
C 1.077 -1.130 -1.280
O 1.581 4.990 4.587
F 2.507 -1.502 1.650
C 0.069 3.017 -0.513
C 2.945 -0.094 -0.293
H 2.164 0.616 0.060
O 2.477 -0.807 -1.436
C -2.091 -2.582 -1.067
C -1.710 -0.656 0.696
O -2.311 2.810 1.747
C -2.445 -1.989 0.324
H -3.078 2.104 -2.747
H -0.293 -0.603 -2.864
H -2.376 -0.124 1.423
O -3.030 -3.669 -1.292
F 0.940 3.513 0.459
C 0.169 -0.071 -1.999
C 3.470 -1.025 0.823
H 0.932 -2.148 -1.706
F 4.163 -2.083 0.354
N -1.115 2.426 -0.103
O 2.319 1.805 3.700
H -2.240 -1.883 -1.917
H 0.887 -1.221 -0.189
H 3.827 0.481 -0.657
H -0.765 -0.850 1.250
F -0.330 2.041 2.176
C -1.297 2.461 1.301
F 4.346 -0.342 1.614
Ga -1.393 0.636 -0.863
O 0.396 3.182 -1.617
H -1.087 -3.066 -1.072
S -3.200 0.817 -2.286
H 0.824 0.710 -2.438
H -2.550 -4.489 -1.457
*
```


Q: What is the formula in the fourth record?
A: C9H14F5GaNO6SV